Density functional theory data (ωB97M-V/def2-TZVPD) for 2 unconnected molecules or ions with the total composition CH8NO at a distorted geometry.

## Properties
- Energy: -4695.706 eV
- HOMO energy: -0.536 Eh
- Net charge: +1
- ΔE to the lowest compared entry with this formula, charge and spin: 53.9 kcal/mol
- Kohn-Sham gap: 10.35 eV

Cartesian coordinates (Å):
N1 1.14506 1.39063 -0.71497
H1 0.39353 0.71178 -0.66199
H2 2.08090 0.94860 -0.40109
H3 1.37062 2.45156 -0.62761
H4 1.15318 1.15552 -1.74671
C1 -0.86010 -1.38780 0.71566
O1 -0.89779 -0.10310 0.32398
H5 0.22846 -1.66514 0.99070
H6 -1.36274 -2.05749 -0.07456
H7 -1.42082 -1.74349 1.54849
H8 -1.83028 0.29892 0.64810

Atoms 1-6, force components in eV/Å:
N 5.12 0.18 -2.96
H -2.23 0.32 2.84
H -1.98 0.45 -0.23
H -2.02 -2.09 0.23
H 0.97 1.22 0.35
C 1.35 -5.04 -0.76